# 1
{"formula": "C18H38O10S6Tl", "method": "the ωB97M-V functional and the def2-TZVPD basis", "homo_energy_ev": -10.7037, "gap_ev": 3.7, "total_charge": 1, "total_energy_ha": -4022.15579, "multiplicity": 1, "symbols": ["Tl", "C", "C", "C", "O", "C", "C", "C", "O", "O", "O", "H", "H", "C", "S", "O", "C", "H", "H", "H", "H", "H", "H", "C", "S", "O", "C", "H", "H", "H", "H", "H", "H", "C", "S", "O", "C", "H", "H", "H", "H", "H", "H", "C", "S", "O", "C", "H", "H", "H", "H", "H", "H", "C", "S", "O", "C", "H", "H", "H", "H", "H", "H", "C", "S", "O", "C", "H", "H", "H", "H", "H", "H"], "coordinates": [[-0.83, 0.95, 0.43], [2.60, -1.78, -2.60], [1.79, -1.15, -1.57], [2.26, -1.25, -0.14], [1.64, -0.68, 0.73], [3.45, -2.03, 0.12], [4.21, -2.71, -0.90], [3.78, -2.57, -2.33], [4.46, -3.00, -3.22], [5.19, -3.35, -0.63], [0.80, -0.51, -1.82], [2.30, -1.59, -3.63], [3.75, -2.18, 1.15], [-2.48, -2.69, -2.23], [-3.07, -1.07, -2.76], [-2.35, -0.11, -1.91], [-2.25, -1.06, -4.36], [-3.07, -3.00, -1.37], [-1.46, -2.51, -1.90], [-2.51, -3.45, -3.00], [-2.68, -0.25, -4.94], [-2.42, -2.01, -4.87], [-1.18, -0.90, -4.21], [1.73, 0.13, 4.31], [2.18, 1.64, 3.48], [1.20, 1.83, 2.37], [1.62, 2.73, 4.80], [2.35, -0.01, 5.20], [1.90, -0.70, 3.62], [0.69, 0.18, 4.61], [1.81, 3.75, 4.48], [2.15, 2.50, 5.72], [0.55, 2.56, 4.90], [-1.42, -2.52, 3.60], [-1.33, -3.08, 1.89], [-1.27, -1.86, 1.05], [0.31, -3.77, 2.01], [-1.61, -3.38, 4.24], [-2.28, -1.86, 3.67], [-0.49, -2.02, 3.85], [0.66, -4.07, 1.03], [0.31, -4.62, 2.70], [0.99, -3.00, 2.40], [0.72, 2.77, -3.62], [-1.05, 2.64, -3.39], [-1.31, 2.50, -1.95], [-1.43, 4.35, -3.78], [1.17, 1.81, -3.41], [1.08, 3.58, -2.99], [0.91, 3.02, -4.67], [-1.51, 4.51, -4.85], [-0.73, 5.03, -3.29], [-2.43, 4.47, -3.37], [4.13, 1.72, -1.02], [3.00, 3.07, -0.72], [1.72, 2.46, -0.34], [3.79, 3.62, 0.80], [4.28, 1.14, -0.11], [5.09, 2.07, -1.41], [3.67, 1.10, -1.79], [4.66, 4.20, 0.51], [4.05, 2.73, 1.36], [3.09, 4.22, 1.37], [-6.12, -0.46, 0.09], [-4.66, -1.13, 0.89], [-3.61, -0.11, 0.72], [-5.26, -0.99, 2.55], [-5.83, -0.26, -0.94], [-6.44, 0.44, 0.62], [-6.92, -1.20, 0.07], [-4.49, -1.37, 3.23], [-6.19, -1.53, 2.70], [-5.37, 0.08, 2.78]]}

# 2
{"formula": "C18H39AlN3O4P2", "method": "the ωB97M-V functional and the def2-TZVPD basis", "homo_energy_ev": -16.9632, "gap_ev": 4.1, "total_charge": 3, "total_energy_ha": -2098.44159, "multiplicity": 1, "symbols": ["C", "C", "C", "P", "C", "C", "C", "C", "N", "C", "C", "O", "C", "C", "C", "C", "O", "C", "O", "N", "C", "C", "C", "C", "P", "N", "O", "H", "H", "H", "H", "H", "H", "H", "H", "H", "H", "H", "H", "H", "H", "H", "H", "H", "H", "H", "H", "H", "H", "H", "H", "H", "H", "H", "H", "H", "H", "H", "H", "H", "H", "H", "H", "H", "H", "H", "Al"], "coordinates": [[4.23, 2.07, 2.44], [3.10, 2.22, 1.71], [3.01, 1.76, 0.25], [1.43, 0.76, -0.13], [-0.07, 1.41, 0.88], [-1.19, 0.38, 1.19], [-2.29, 1.15, 2.03], [-3.51, 0.20, 2.33], [-3.34, -0.66, 3.50], [-3.31, 0.14, 4.70], [-2.32, -0.31, 5.79], [-4.00, 1.10, 4.77], [1.40, -0.77, -1.20], [0.06, -1.57, -1.16], [0.22, -2.89, -1.98], [-0.46, -4.09, -1.26], [-1.87, -4.12, -1.52], [-2.14, -4.59, -2.79], [-2.80, -3.96, -3.51], [0.92, 1.86, -1.42], [1.84, 2.02, -2.56], [1.08, 2.20, -3.91], [0.18, 1.00, -4.30], [-1.01, 1.57, -5.16], [2.00, -0.74, 1.59], [3.67, -0.90, 1.68], [1.47, -0.19, 3.01], [5.24, 2.11, 2.01], [4.10, 1.91, 3.52], [2.28, 2.74, 2.22], [3.03, 2.71, -0.31], [3.91, 1.19, -0.04], [0.27, 1.91, 1.81], [-0.53, 2.21, 0.28], [-1.72, 0.00, 0.31], [-0.88, -0.49, 1.80], [-2.67, 1.95, 1.36], [-1.86, 1.60, 2.95], [-4.47, 0.78, 2.37], [-3.59, -0.49, 1.45], [-2.43, -1.11, 3.41], [-2.35, 0.40, 6.63], [-2.59, -1.32, 6.13], [-1.30, -0.32, 5.38], [1.69, -0.64, -2.26], [2.17, -1.47, -0.78], [-0.78, -0.95, -1.50], [-0.08, -1.90, -0.11], [-0.21, -2.77, -2.99], [1.28, -3.17, -2.12], [-0.35, -3.99, -0.16], [-0.03, -5.07, -1.57], [-1.76, -5.59, -3.12], [0.00, 1.55, -1.73], [2.37, 2.98, -2.41], [2.65, 1.26, -2.63], [0.40, 3.06, -3.73], [1.77, 2.53, -4.71], [-0.25, 0.45, -3.44], [0.72, 0.28, -4.94], [-1.60, 2.23, -4.49], [-1.63, 0.78, -5.59], [-0.60, 2.24, -5.93], [3.89, -1.69, 1.04], [3.92, -1.26, 2.61], [1.28, -0.94, 3.62], [-5.61, 1.25, 0.70]]}

# 3
{"formula": "C18H39B2F3N2O7", "method": "the ωB97M-V functional and the def2-TZVPD basis", "homo_energy_ev": 0.6563, "gap_ev": 2.3, "total_charge": -2, "total_energy_ha": -1694.89894, "multiplicity": 1, "symbols": ["O", "C", "O", "B", "C", "C", "C", "F", "F", "F", "O", "C", "C", "O", "B", "O", "O", "O", "H", "H", "H", "H", "H", "H", "H", "H", "H", "C", "C", "N", "C", "C", "C", "C", "H", "H", "H", "H", "H", "H", "H", "H", "H", "H", "H", "H", "H", "H", "H", "C", "C", "N", "C", "C", "C", "C", "H", "H", "H", "H", "H", "H", "H", "H", "H", "H", "H", "H", "H", "H", "H"], "coordinates": [[3.50, 6.88, -2.65], [3.93, 6.64, -1.50], [5.12, 6.28, -1.31], [2.83, 6.75, -0.25], [2.07, 5.28, -0.31], [3.01, 4.28, 0.38], [2.81, 2.85, -0.01], [1.98, 2.20, 0.86], [3.94, 2.13, 0.01], [2.28, 2.65, -1.21], [3.36, 6.97, 1.13], [2.58, 8.06, 1.58], [2.56, 8.87, 0.24], [1.92, 10.16, 0.28], [2.69, 11.11, 0.84], [2.17, 11.84, 1.94], [3.99, 11.44, 0.42], [1.98, 7.96, -0.59], [1.98, 5.02, -1.36], [1.07, 5.27, 0.15], [2.89, 4.37, 1.45], [4.04, 4.57, 0.18], [1.58, 7.62, 1.72], [2.98, 8.61, 2.45], [3.64, 8.98, 0.03], [2.33, 11.26, 2.69], [4.58, 10.79, 0.83], [0.03, -2.10, 3.85], [0.38, -1.44, 2.52], [-0.03, -2.23, 1.37], [0.55, -1.75, 0.12], [0.14, -0.35, -0.37], [-1.43, -2.60, 1.32], [-2.47, -1.47, 1.34], [0.45, -3.11, 3.91], [0.45, -1.52, 4.67], [-1.05, -2.16, 4.02], [1.46, -1.32, 2.49], [-0.05, -0.43, 2.51], [0.33, -2.48, -0.67], [1.63, -1.76, 0.23], [-0.87, -0.34, -0.77], [0.81, -0.04, -1.17], [0.21, 0.40, 0.42], [-1.63, -3.27, 2.16], [-1.60, -3.22, 0.43], [-2.25, -0.72, 2.10], [-3.45, -1.89, 1.58], [-2.56, -0.98, 0.38], [-2.19, -8.85, -0.40], [-2.44, -7.37, -0.66], [-2.26, -6.99, -2.05], [-2.22, -5.55, -2.25], [-3.49, -4.74, -1.92], [-3.05, -7.74, -3.01], [-4.57, -7.74, -2.86], [-1.20, -9.15, -0.76], [-2.23, -9.05, 0.67], [-2.93, -9.49, -0.88], [-1.72, -6.81, -0.06], [-3.44, -7.11, -0.28], [-1.93, -5.34, -3.28], [-1.41, -5.15, -1.64], [-4.26, -4.87, -2.68], [-3.24, -3.68, -1.90], [-3.91, -5.00, -0.95], [-2.70, -8.78, -3.00], [-2.79, -7.39, -4.02], [-4.89, -7.90, -1.83], [-5.00, -8.55, -3.46], [-5.02, -6.81, -3.21]]}

# 4
{"formula": "C18H39BBr2FNO11P2", "method": "the ωB97M-V functional and the def2-TZVPD basis", "homo_energy_ev": -9.8924, "gap_ev": 10.1, "total_energy_ha": -7547.36661, "multiplicity": 1, "symbols": ["C", "C", "F", "C", "C", "O", "N", "C", "Br", "Br", "C", "B", "O", "O", "H", "H", "H", "H", "H", "H", "H", "H", "H", "O", "P", "O", "C", "C", "O", "C", "C", "O", "C", "C", "H", "H", "H", "H", "H", "H", "H", "H", "H", "H", "H", "H", "H", "H", "H", "O", "P", "O", "C", "C", "O", "C", "C", "O", "C", "C", "H", "H", "H", "H", "H", "H", "H", "H", "H", "H", "H", "H", "H", "H", "H"], "coordinates": [[3.59, -4.10, 3.46], [4.36, -3.52, 4.65], [5.63, -4.07, 4.60], [4.39, -2.00, 4.50], [5.65, -1.19, 4.81], [6.79, -1.53, 4.90], [5.18, 0.13, 4.92], [3.78, 0.21, 4.84], [2.95, 1.67, 5.84], [3.37, 0.67, 2.92], [3.35, -1.19, 5.25], [3.41, -1.23, 6.87], [4.46, -0.76, 7.60], [2.33, -1.72, 7.56], [3.24, -5.11, 3.65], [4.25, -4.05, 2.59], [2.75, -3.44, 3.25], [3.82, -3.84, 5.54], [4.31, -1.84, 3.42], [5.74, 0.87, 4.51], [2.34, -1.51, 4.98], [4.17, -0.10, 8.24], [1.61, -1.96, 6.98], [-0.13, -1.61, 1.83], [-0.28, -2.25, 0.52], [0.60, -1.42, -0.56], [2.03, -1.43, -0.42], [2.63, -2.80, -0.68], [-1.78, -1.82, 0.07], [-2.66, -1.08, 0.92], [-2.51, 0.40, 0.66], [-0.32, -3.65, -0.23], [-1.45, -4.22, -0.93], [-1.62, -3.62, -2.31], [2.30, -1.08, 0.58], [2.42, -0.72, -1.14], [2.31, -3.53, 0.08], [3.72, -2.75, -0.66], [2.31, -3.19, -1.65], [-2.50, -1.32, 1.97], [-3.67, -1.40, 0.67], [-1.47, 0.72, 0.72], [-3.09, 0.99, 1.38], [-2.87, 0.64, -0.34], [-2.35, -4.15, -0.33], [-1.22, -5.28, -1.03], [-1.67, -2.53, -2.27], [-2.54, -4.00, -2.76], [-0.78, -3.88, -2.95], [-3.77, 4.15, -2.06], [-3.41, 3.51, -3.34], [-1.80, 3.41, -3.41], [-1.12, 2.54, -2.49], [-1.41, 1.08, -2.74], [-3.69, 4.69, -4.42], [-4.27, 5.94, -4.05], [-3.20, 6.97, -3.74], [-3.77, 2.33, -4.34], [-4.27, 2.47, -5.68], [-3.17, 2.79, -6.66], [-1.38, 2.82, -1.47], [-0.05, 2.73, -2.62], [-2.46, 0.85, -2.55], [-0.80, 0.45, -2.09], [-1.22, 0.81, -3.78], [-4.97, 5.83, -3.23], [-4.86, 6.28, -4.91], [-2.49, 6.58, -3.01], [-3.64, 7.88, -3.35], [-2.64, 7.21, -4.64], [-5.09, 3.18, -5.72], [-4.70, 1.50, -5.94], [-2.60, 3.66, -6.36], [-3.60, 2.99, -7.65], [-2.47, 1.96, -6.75]]}

# 5
{"formula": "C18H39CuF3N2O8S", "method": "the ωB97M-V functional and the def2-TZVPD basis", "homo_energy_ev": [-8.6623, -8.5611], "gap_ev": [9.2, 7.5], "total_energy_ha": -3758.89966, "multiplicity": 2, "symbols": ["Cu", "C", "C", "O", "O", "H", "H", "H", "C", "O", "O", "C", "F", "F", "F", "C", "C", "H", "H", "H", "H", "H", "H", "C", "C", "C", "O", "C", "N", "H", "H", "H", "H", "H", "H", "H", "H", "H", "H", "H", "C", "C", "C", "O", "C", "N", "H", "H", "H", "H", "H", "H", "H", "H", "H", "H", "H", "C", "C", "C", "S", "O", "O", "C", "H", "H", "H", "H", "H", "H", "H", "H"], "coordinates": [[-0.42, -0.76, 0.25], [-3.17, -3.82, 0.42], [-2.14, -2.72, 0.28], [-0.95, -2.90, 0.65], [-2.44, -1.57, -0.15], [-3.08, -4.41, -0.49], [-4.17, -3.38, 0.44], [-3.01, -4.39, 1.32], [0.10, 2.16, -1.35], [1.48, 2.54, -1.22], [-0.02, 0.91, -0.94], [-0.75, 3.18, -0.57], [-0.60, 3.14, 0.75], [-0.45, 4.45, -0.95], [-2.05, 3.00, -0.87], [2.07, 3.39, -2.18], [3.56, 3.16, -2.18], [4.00, 3.44, -1.21], [3.79, 2.11, -2.35], [4.02, 3.86, -2.87], [1.75, 4.44, -2.15], [1.72, 3.08, -3.18], [-0.12, 2.32, -2.42], [1.55, -0.09, 3.68], [1.22, 0.67, 2.40], [1.89, 2.05, 2.35], [3.26, 1.93, 2.14], [3.86, 3.14, 1.73], [1.49, -0.10, 1.15], [2.58, 0.08, 4.01], [1.50, -1.18, 3.57], [0.85, 0.27, 4.43], [0.14, 0.83, 2.37], [1.63, 2.61, 3.26], [1.38, 2.62, 1.56], [4.05, 3.82, 2.57], [3.27, 3.66, 0.97], [4.80, 2.91, 1.24], [2.38, -0.57, 1.28], [1.60, 0.55, 0.36], [2.50, -0.89, -2.87], [1.41, -1.95, -2.62], [1.91, -3.33, -3.05], [0.79, -4.20, -3.04], [1.07, -5.55, -3.20], [1.09, -2.02, -1.16], [3.10, -0.67, -1.99], [2.00, 0.02, -3.20], [3.20, -1.26, -3.63], [0.47, -1.72, -3.10], [2.64, -3.75, -2.35], [2.34, -3.28, -4.06], [0.26, -6.14, -2.77], [1.96, -5.84, -2.63], [1.22, -5.91, -4.23], [1.97, -2.10, -0.66], [0.70, -2.95, -1.02], [-4.85, -0.72, 2.28], [-5.49, 0.18, 1.20], [-4.44, 1.16, 0.68], [-3.11, 1.29, 1.91], [-3.08, 2.63, 2.42], [-1.89, 0.75, 1.35], [-3.93, 0.18, 3.10], [-4.24, -1.54, 1.91], [-5.64, -1.04, 2.96], [-6.25, 0.81, 1.65], [-5.94, -0.38, 0.38], [-4.72, 2.19, 0.44], [-4.00, 0.95, -0.30], [-4.48, 0.92, 3.68], [-3.18, -0.23, 3.78]]}

# 6
{"formula": "C18H39GeO3RuS3", "method": "the ωB97M-V functional and the def2-TZVPD basis", "homo_energy_ev": -18.5727, "gap_ev": 6.6, "total_charge": 3, "total_energy_ha": -4300.36657, "multiplicity": 1, "symbols": ["Ru", "C", "C", "C", "C", "O", "Ge", "O", "C", "C", "C", "C", "O", "C", "C", "C", "C", "H", "H", "H", "H", "H", "H", "H", "H", "H", "H", "H", "H", "H", "H", "H", "H", "H", "H", "H", "H", "H", "H", "H", "H", "H", "H", "H", "C", "C", "S", "C", "C", "S", "C", "C", "S", "H", "H", "H", "H", "H", "H", "H", "H", "H", "H", "H", "H"], "coordinates": [[-0.12, -0.43, -1.29], [0.61, -2.93, 2.31], [-0.51, -1.96, 1.99], [-0.83, -1.03, 3.14], [-1.75, -2.64, 1.43], [0.02, -1.06, 0.88], [0.27, 0.66, 1.02], [-0.91, 1.24, -0.13], [-1.79, 2.42, 0.27], [-1.05, 3.00, 1.46], [-1.80, 3.37, -0.92], [-3.14, 1.85, 0.62], [1.75, 1.02, 0.23], [2.95, 1.12, 1.12], [3.34, 2.58, 1.17], [2.46, 0.60, 2.47], [4.03, 0.22, 0.53], [0.27, -3.64, 3.06], [1.49, -2.42, 2.71], [0.90, -3.49, 1.42], [-1.17, -1.58, 4.02], [-1.65, -0.35, 2.87], [0.06, -0.48, 3.46], [-2.41, -2.94, 2.25], [-1.49, -3.54, 0.88], [-2.30, -1.95, 0.79], [-0.06, 3.38, 1.16], [-0.98, 2.24, 2.27], [-1.58, 3.84, 1.92], [-0.81, 3.42, -1.38], [-2.07, 4.37, -0.58], [-2.54, 3.06, -1.66], [-3.08, 1.18, 1.48], [-3.56, 1.31, -0.23], [-3.82, 2.67, 0.87], [2.57, 3.18, 1.66], [3.50, 2.96, 0.16], [4.27, 2.70, 1.72], [1.58, 1.23, 2.78], [3.16, 0.72, 3.29], [2.21, -0.46, 2.41], [4.49, 0.70, -0.33], [3.62, -0.74, 0.25], [4.81, 0.05, 1.27], [-0.66, -3.43, -2.30], [-1.81, -2.70, -2.94], [-2.11, -1.08, -2.11], [-2.35, -0.03, -3.58], [-1.08, 0.10, -4.41], [0.35, 0.46, -3.31], [1.65, -0.60, -3.99], [1.37, -2.07, -3.77], [0.81, -2.38, -2.05], [-0.35, -4.30, -2.89], [-0.91, -3.78, -1.30], [-2.74, -3.27, -2.87], [-1.62, -2.51, -4.00], [-2.67, 0.94, -3.20], [-3.17, -0.45, -4.16], [-1.15, 0.93, -5.11], [-0.87, -0.80, -4.98], [2.56, -0.28, -3.48], [1.77, -0.36, -5.05], [2.27, -2.66, -3.92], [0.61, -2.44, -4.46]]}

# 7
{"formula": "C18H39N2O6P3S", "method": "the ωB97M-V functional and the def2-TZVPD basis", "homo_energy_ev": -8.3418, "gap_ev": 8.5, "total_energy_ha": -2692.49775, "multiplicity": 1, "symbols": ["C", "C", "C", "C", "C", "C", "C", "C", "C", "C", "C", "C", "C", "C", "C", "C", "P", "N", "O", "O", "O", "C", "O", "O", "C", "P", "S", "P", "N", "O", "H", "H", "H", "H", "H", "H", "H", "H", "H", "H", "H", "H", "H", "H", "H", "H", "H", "H", "H", "H", "H", "H", "H", "H", "H", "H", "H", "H", "H", "H", "H", "H", "H", "H", "H", "H", "H", "H", "H"], "coordinates": [[2.40, -0.27, 3.82], [2.90, -1.25, 2.76], [1.77, -2.23, 2.39], [1.71, -2.62, 0.92], [1.71, -1.46, -0.08], [2.53, -1.81, -1.32], [2.27, -0.93, -2.54], [3.28, 0.20, -2.72], [3.25, 1.24, -1.61], [1.93, 1.99, -1.53], [1.96, 2.99, -0.39], [0.70, 3.82, -0.24], [-0.51, 3.00, 0.17], [-1.18, 2.27, -1.00], [-1.35, 0.77, -0.78], [-2.63, 0.38, -0.08], [-4.06, 0.20, -1.23], [-3.88, -0.90, -2.32], [-4.27, 1.66, -1.85], [-5.29, -0.11, -0.29], [-3.08, 1.46, 0.81], [-3.58, 0.95, 1.97], [-4.01, 1.63, 2.90], [-3.52, -0.42, 1.91], [-2.55, -0.76, 0.95], [-0.91, -0.77, 1.92], [-1.08, -1.49, 3.71], [-2.58, -2.58, 0.42], [-4.21, -2.90, 0.01], [-1.72, -2.40, -0.95], [3.19, 0.40, 4.13], [2.04, -0.81, 4.69], [1.55, 0.29, 3.45], [3.28, -0.69, 1.92], [3.69, -1.81, 3.23], [0.83, -1.85, 2.77], [1.97, -3.14, 2.95], [0.78, -3.15, 0.77], [2.49, -3.33, 0.67], [2.02, -0.52, 0.36], [0.70, -1.32, -0.44], [2.21, -2.82, -1.58], [3.59, -1.88, -1.09], [1.26, -0.53, -2.54], [2.35, -1.56, -3.42], [4.26, -0.26, -2.69], [3.20, 0.66, -3.69], [3.39, 0.75, -0.66], [4.01, 1.99, -1.77], [1.12, 1.28, -1.40], [1.73, 2.49, -2.47], [2.78, 3.67, -0.59], [2.19, 2.45, 0.53], [0.88, 4.55, 0.54], [0.49, 4.40, -1.13], [-1.23, 3.68, 0.59], [-0.23, 2.31, 0.96], [-2.15, 2.72, -1.15], [-0.65, 2.42, -1.93], [-0.48, 0.33, -0.32], [-1.41, 0.32, -1.77], [-3.91, -0.48, -3.24], [-5.12, 1.69, -2.30], [-5.86, -0.69, -0.81], [-0.40, 0.54, 1.92], [-0.07, -1.55, 1.10], [-4.30, -3.48, -0.81], [-4.58, -3.43, 0.79], [-1.59, -3.28, -1.31]]}

Computed strongest force on any atom, in the same sequence as the records: 1.2, 6.1, 2.3, 5.4, 1.8, 1.3, 3.8 eV Å⁻¹.